Record 1
29
Properties=species:S:1:pos:R:3:forces:R:3 method="wB97M-V/def2-TZVPD" e_above_lowest_kcal_mol=117.22 e_lumo_ev=0.6 homo_ha=-0.2462 gap_ev=7.275
C -5.369706 0.324936 -0.194913 -3.23 -0.72 0.25
C -4.681625 1.350857 0.444052 0.89 -0.53 -0.52
C -4.807365 -0.852592 -0.653635 1.12 0.20 -0.61
C -3.286891 1.279694 0.413084 0.83 -1.96 0.12
C -3.406160 -0.918703 -0.695348 0.21 -1.11 -0.62
C -2.565663 0.113772 -0.183759 -6.00 0.88 0.62
C 0.996242 -0.612462 0.424160 -2.37 -1.54 -0.12
C 1.706905 0.496553 1.101725 -0.33 0.20 3.13
C 2.851492 0.857370 0.309920 3.66 0.78 -2.61
C 4.098244 0.292236 0.222183 -1.72 0.06 1.32
C -1.242320 -0.007064 -0.442062 2.79 0.38 -0.15
C 1.685523 -1.925773 0.082785 -1.22 1.33 -3.44
C 5.111087 0.746205 -0.777560 -0.70 1.20 -0.56
N -0.268079 -0.461698 0.119502 2.39 0.28 -0.05
H -6.498161 0.331011 -0.254585 1.29 0.38 0.26
H -5.237382 2.155703 0.964892 0.65 -0.52 -0.52
H -5.405739 -1.696427 -1.090168 0.57 1.11 0.59
H -2.740379 1.948265 1.054300 0.43 0.42 -0.30
H -2.982370 -1.837333 -1.220810 -0.19 1.43 0.93
H 0.990555 1.346796 1.452111 1.38 -1.42 -0.97
H 2.284624 0.165656 2.018727 -1.43 -0.23 -0.20
H 2.723451 1.624240 -0.456293 -0.19 0.13 0.12
H 4.449719 -0.566071 0.870592 -0.73 1.01 -0.53
H 2.231645 -1.825565 -0.911016 -0.40 0.23 1.03
H 1.030219 -2.760007 -0.144614 -0.49 0.10 0.50
H 2.401301 -2.200835 0.752362 1.87 -0.75 2.12
H 4.933980 0.181966 -1.692957 0.75 -0.54 -0.01
H 6.125147 0.661484 -0.350611 -0.37 0.10 -0.68
H 4.871720 1.787794 -1.162077 0.55 -0.90 0.90

***

Record 2
29
Properties=species:S:1:pos:R:3:forces:R:3 method="wB97M-V/def2-TZVPD" spin_multiplicity=3 e_above_lowest_kcal_mol=0.00 e_lumo_ev="0.8 / -1.6" homo_ha="-0.2565 / -0.3588" gap_ev="7.799 / 8.116"
C -1.074039 1.206785 -1.208911 -0.84 1.66 -0.28
C 3.562386 -0.473110 -0.291237 -1.44 -1.08 0.86
C 2.962350 0.532361 -1.009239 3.51 1.89 -1.47
C 2.728203 -1.357713 0.426550 0.05 -0.98 1.20
C 1.626143 0.730557 -0.986203 1.17 -1.44 0.35
C 1.378038 -1.221359 0.384338 -0.75 3.53 -2.32
C 0.786069 -0.119478 -0.334700 -0.76 -1.07 0.55
C 0.611626 2.578836 1.566738 0.89 -3.16 -4.80
C -0.435569 1.853344 1.640536 -0.28 0.89 0.98
C -3.059446 -0.205678 0.389274 -0.18 -0.32 1.48
C -1.987563 -2.015490 -0.859855 1.19 2.75 -1.84
C -1.678247 -0.760146 0.107855 0.46 -3.40 0.85
C -0.634712 0.169180 -0.438925 0.55 -2.77 -0.08
N -1.580314 2.163494 -1.629937 0.18 -0.17 -0.38
H 4.595634 -0.619061 -0.250381 1.45 -0.01 -0.07
H 3.653191 1.289397 -1.627743 -1.67 -1.83 1.48
H 2.977004 -2.173177 1.153606 0.90 0.82 -1.11
H 1.293015 1.505868 -1.528451 -1.54 2.70 -1.78
H 0.657695 -1.780852 0.834884 -1.10 -2.14 1.64
H 0.943201 3.188866 2.276223 1.46 2.77 2.88
H 1.325123 2.362260 0.631488 -1.19 0.92 1.99
H -1.343510 1.355292 1.572424 -0.71 -0.54 0.08
H -2.916684 0.509414 1.209703 -0.87 -0.29 0.25
H -3.318985 0.460846 -0.451125 -0.66 -0.84 0.11
H -3.794472 -1.118913 0.694475 1.56 2.73 -0.90
H -1.159107 -2.676673 -0.694370 0.46 -0.56 -0.87
H -2.893639 -2.542622 -0.654851 -0.61 -0.05 0.53
H -2.102935 -1.562985 -1.956477 0.57 -1.34 2.14
H -1.120464 -1.279251 1.034300 -1.80 1.34 -1.47

***

Record 3
35
Properties=species:S:1:pos:R:3:forces:R:3 method="wB97M-V/def2-TZVPD" spin_multiplicity=2 e_above_lowest_kcal_mol=0.00 e_lumo_ev="-4.3 / -4.4" homo_ha="-0.3735 / -0.3949" gap_ev="5.880 / 6.357" total_charge=+1
Re -1.254016 0.232124 0.040335 -0.06 -0.13 -0.20
S 0.168655 -1.488031 0.062327 -0.22 0.06 0.29
C -0.774435 -2.954425 -0.220353 -0.08 0.09 -0.02
C -0.153988 -4.199440 -0.207117 0.01 -0.05 0.00
C -0.906297 -5.334348 -0.447528 0.02 0.02 0.02
C -2.272879 -5.225939 -0.694445 -0.02 0.00 -0.01
C -2.890776 -3.989419 -0.695646 -0.02 -0.03 0.00
C -2.140052 -2.841007 -0.451087 0.06 0.02 0.15
S -2.906182 -1.255935 -0.466714 0.14 0.07 -0.26
H 0.908936 -4.269117 -0.012658 0.00 -0.01 -0.01
H -0.433128 -6.306673 -0.444005 0.01 0.00 -0.01
H -2.856174 -6.116288 -0.886545 -0.01 0.00 0.01
H -3.953132 -3.902916 -0.884496 0.00 0.00 0.00
C -2.984464 0.810444 2.441351 -0.12 -0.01 -0.01
O -1.969179 1.139532 1.492829 0.38 -0.20 0.18
H -2.514494 0.501044 3.374738 0.00 0.00 -0.02
H -3.623013 0.011732 2.064646 0.00 0.02 0.01
H -3.575506 1.708440 2.616237 0.01 -0.01 0.00
C 3.532076 3.812796 -1.999587 0.00 0.03 0.00
C 2.511012 3.063540 -1.218831 -0.03 -0.01 -0.06
C 2.598331 2.749922 0.104719 0.01 -0.02 0.06
C 1.567064 2.012663 0.720544 -0.02 -0.01 0.08
N 0.501197 1.646320 0.017603 0.03 0.14 -0.41
C 0.413386 1.960004 -1.290441 -0.16 -0.03 0.23
S -1.004904 1.353011 -2.033085 -0.04 0.03 -0.08
N 1.397016 2.644027 -1.893032 0.09 0.05 0.03
C 1.611630 1.637772 2.157222 0.03 0.00 -0.01
H 4.348859 4.126565 -1.356471 0.00 0.00 0.00
H 3.087979 4.698557 -2.457206 0.00 0.00 -0.01
H 3.936382 3.184296 -2.795389 -0.01 0.00 0.00
H 3.462988 3.055988 0.674025 -0.01 0.00 0.01
H 1.306677 2.848871 -2.881496 -0.02 -0.02 0.00
H 2.616247 1.330723 2.444342 0.00 0.00 0.00
H 0.897850 0.844447 2.365867 0.01 0.00 0.00
H 1.346320 2.510731 2.759332 -0.01 0.00 0.00

***

Record 4
40
Properties=species:S:1:pos:R:3:forces:R:3 method="wB97M-V/def2-TZVPD" spin_multiplicity=3 e_above_lowest_kcal_mol=10.03 e_lumo_ev="4.2 / 4.2" homo_ha="-0.0720 / -0.0699" gap_ev="6.137 / 6.081" total_charge=-2
Ni 0.526130 0.426501 0.123152 -0.61 -0.64 -0.35
N -1.582770 0.079631 -0.431842 0.11 0.03 0.04
C -2.254205 1.366023 -0.597836 -0.10 0.08 0.08
C -1.262564 2.465249 -1.016967 -0.13 0.02 -0.06
O -1.708672 3.425571 -1.685172 0.08 -0.04 0.04
N -0.044254 2.216909 -0.602379 0.13 0.15 0.14
C 1.082461 2.924686 -1.153302 -0.01 0.23 0.13
C 2.139846 1.914283 -1.626742 -0.01 -0.36 -0.24
O 3.052692 2.305231 -2.360629 0.00 0.08 0.12
O 1.972430 0.700486 -1.231582 0.14 0.31 -0.05
H -1.398410 -0.417658 -1.293758 -0.08 0.07 -0.08
H -2.058089 -0.554626 0.194618 0.03 0.00 0.05
H -2.683023 1.647616 0.368393 0.01 -0.01 -0.01
H -3.069212 1.361981 -1.328245 0.04 -0.04 -0.02
H 1.567434 3.548913 -0.392230 0.00 0.00 0.01
H 0.805677 3.584361 -1.979263 -0.01 -0.08 -0.03
C -1.054758 3.195643 7.810259 -0.04 -0.01 0.05
C -0.453809 2.522620 6.604265 -0.02 0.06 -0.03
C 0.375704 1.419025 6.736967 0.05 -0.06 0.01
C 0.946759 0.809441 5.622414 -0.07 0.07 0.05
C 0.679333 1.306809 4.360694 -0.22 0.08 0.00
C -0.148387 2.416196 4.206581 0.00 -0.05 0.13
C -0.706916 3.013406 5.322115 0.00 0.00 -0.04
S 1.341952 0.544409 2.895084 0.46 0.01 -0.39
O 1.694698 1.674500 2.056549 0.39 0.34 0.24
O 2.412694 -0.307921 3.380644 -0.06 0.00 0.18
N 0.196693 -0.187674 2.145845 -0.17 -0.26 -0.16
C 0.068252 -1.634541 2.273788 -0.04 0.13 0.09
C 0.078758 -2.348962 0.905055 -0.14 -0.09 -0.11
O -0.328149 -3.523241 0.898178 0.07 0.07 0.00
O 0.486769 -1.679974 -0.092099 0.16 -0.03 0.31
H -1.029818 2.538065 8.680766 0.00 0.00 -0.01
H -2.094389 3.473705 7.626853 0.00 0.00 0.01
H -0.517264 4.110139 8.075123 0.03 0.00 -0.04
H 0.581696 1.026604 7.728032 0.01 -0.01 0.00
H 1.605225 -0.043127 5.719906 0.00 -0.02 -0.01
H -0.334131 2.795530 3.209920 0.00 -0.01 -0.02
H -1.352832 3.876390 5.195723 0.00 0.00 0.03
H -0.863061 -1.909429 2.780670 0.00 0.00 -0.04
H 0.892811 -2.063769 2.851054 0.00 -0.01 0.00

***

Record 5
34
Properties=species:S:1:pos:R:3:forces:R:3 method="wB97M-V/def2-TZVPD" smiles="COCc1nnc(NC(=O)CCc2ccccc2)s1" e_above_lowest_kcal_mol=43.28 e_lumo_ev=0.4 homo_ha=-0.3332 gap_ev=9.502
C -4.109302 -0.705196 1.319862 0.07 -0.16 0.14
O -4.267302 0.500404 0.601967 0.04 0.24 -0.02
C -3.408289 0.645621 -0.485385 -0.34 -0.06 -0.21
C -1.970984 0.857810 -0.133182 0.41 0.34 -0.68
N -1.429106 0.679486 1.009433 -1.51 -0.30 0.31
N -0.124744 0.908529 1.055637 1.49 0.45 0.25
C 0.383031 1.261340 -0.073238 -1.28 -0.02 -0.54
N 1.686504 1.535782 -0.341294 0.44 0.50 -0.60
C 2.846851 1.195920 0.343700 -0.18 0.02 0.23
O 3.900646 1.560425 -0.116421 0.31 0.00 -0.06
C 2.704746 0.344720 1.572166 0.24 -0.15 0.21
C 2.830784 -1.143042 1.175755 -0.07 0.15 0.01
C 1.688991 -1.572698 0.299560 0.07 -0.30 0.00
C 1.783960 -1.479695 -1.083531 0.03 -0.10 0.01
C 0.709143 -1.814409 -1.888628 -0.01 -0.01 -0.08
C -0.474612 -2.251528 -1.318683 -0.05 -0.04 -0.08
C -0.574782 -2.360393 0.058132 -0.06 -0.04 0.04
C 0.500078 -2.022185 0.860493 0.09 -0.09 -0.10
S -0.819491 1.366753 -1.368767 0.13 -0.16 0.89
H -4.894536 -0.708803 2.072419 0.01 -0.09 0.00
H -3.130972 -0.750904 1.804124 -0.13 -0.04 -0.01
H -4.232994 -1.570776 0.657149 -0.03 -0.01 0.00
H -3.768281 1.517691 -1.041716 0.07 -0.14 -0.02
H -3.462710 -0.233410 -1.154102 -0.05 0.13 0.06
H 1.866128 2.003648 -1.223122 0.11 -0.09 0.24
H 3.523420 0.597129 2.247167 -0.02 0.09 -0.09
H 1.746463 0.521505 2.055688 0.17 -0.02 0.04
H 2.840342 -1.737311 2.090633 0.06 0.00 -0.03
H 3.779731 -1.288876 0.655673 0.01 -0.04 0.07
H 2.706375 -1.137441 -1.532302 0.12 0.02 -0.04
H 0.793663 -1.730138 -2.962349 0.01 0.00 -0.09
H -1.314634 -2.508966 -1.947766 -0.07 -0.04 -0.05
H -1.493957 -2.704296 0.509722 -0.08 -0.03 0.04
H 0.412272 -2.095526 1.934283 -0.01 0.02 0.14

***

Record 6
38
Properties=species:S:1:pos:R:3:forces:R:3 method="wB97M-V/def2-TZVPD" e_above_lowest_kcal_mol=346.12 e_lumo_ev=-0.2 homo_ha=-0.2768 gap_ev=7.303
C 4.461515 3.294165 1.925056 -3.93 7.97 -2.15
H 3.496251 3.385741 2.471819 0.80 0.03 0.37
H 4.222546 3.710190 0.836662 -0.15 1.56 2.03
H 5.318797 3.790699 2.309014 0.35 0.63 0.75
O 4.763483 2.161642 1.522711 5.83 -9.27 0.69
C 3.936800 1.260064 1.125083 -0.18 -4.77 -1.76
C 2.685753 1.704096 0.824513 0.35 -12.02 -5.36
C 1.840694 0.707115 -0.088362 0.02 -0.28 2.06
C 2.245268 -0.632778 -0.233863 -5.24 2.55 -1.09
C 3.380737 -1.029980 0.269713 5.31 4.52 3.16
C 4.435890 -0.315318 0.864189 -6.17 6.45 -0.43
H 5.419984 -0.494052 1.101850 1.79 -1.03 0.40
H 3.662993 -1.903008 0.072299 1.95 -7.69 -1.39
O 1.252366 -1.557262 -0.712549 -0.18 7.00 0.69
C 1.626315 -2.720083 -1.218439 0.63 -1.74 8.27
H 0.802540 -3.135353 -1.509852 -4.26 -2.63 -3.26
H 1.703727 -3.272206 -0.148853 0.92 -0.54 -2.24
H 2.500186 -2.715618 -1.651404 4.31 -0.42 -3.13
N 0.485038 0.924316 -0.524074 5.54 5.87 5.30
C -0.079773 2.164191 -0.166873 1.30 -0.32 -2.46
O 0.356404 3.260246 0.183317 0.54 -2.11 0.62
C -1.390338 2.117557 -0.722986 -2.42 1.34 -5.45
H -1.495769 1.603587 -1.820442 1.32 1.94 1.78
H -1.850613 3.148315 -0.749343 0.47 -1.12 -0.04
S -2.588309 1.179254 -0.070413 -5.75 4.07 7.01
C -2.584043 -0.393411 -0.457497 6.22 6.80 -3.89
N -1.761925 -0.437046 -1.372112 4.48 -6.20 -6.34
N -1.556929 -1.969079 -1.958219 -0.02 5.18 1.44
C -2.290111 -2.731008 -1.312342 0.04 -7.05 -3.29
C -3.354250 -2.605740 -0.306574 3.82 1.80 -3.22
O -4.007836 -3.526126 0.042506 -1.45 0.23 1.47
N -3.302471 -1.218598 -0.012284 -11.87 -11.65 8.84
N -4.172565 -1.058944 1.183481 4.49 11.46 -2.65
H -4.707492 -1.740709 1.372410 -4.65 -7.07 0.76
H -4.783041 -0.156436 1.005463 1.61 -2.47 0.59
H -2.190662 -3.947369 -1.902114 -0.52 3.33 2.33
H 0.036102 0.313458 -1.085452 -1.92 -2.60 -1.97
H 2.332050 2.533469 1.003254 -3.35 8.27 1.56

***

Record 7
41
Properties=species:S:1:pos:R:3:forces:R:3 method="wB97M-V/def2-TZVPD" e_lumo_ev=-5.5 homo_ha=-0.4813 gap_ev=7.594 total_charge=+1
C 1.008761 -4.148306 1.437689 -1.44 1.88 0.91
C 0.154398 -3.193104 2.122213 2.29 -2.48 -0.31
N -0.272884 -1.890977 1.533814 -1.75 0.99 -1.23
C 0.501653 -0.727660 1.963812 -2.07 1.51 -2.18
C 0.220683 0.696352 1.418432 -1.74 -3.06 -1.58
B 1.139776 1.990950 1.886788 1.49 0.84 -0.39
N 0.519959 3.010881 2.807638 0.30 -1.78 -0.92
O 2.493085 2.092980 1.378354 -2.71 -0.51 2.20
C -0.929749 0.866179 0.387412 0.70 -3.86 0.94
C -1.311402 2.272644 -0.299648 -1.34 2.64 0.74
O -2.025034 3.113861 0.274122 2.85 -3.61 -1.86
O -0.748162 2.545642 -1.601434 -1.44 -1.29 1.59
C -1.693655 2.139775 -2.631863 -0.48 -1.89 -0.60
Cl -2.673192 3.571115 -3.298668 1.08 -1.40 0.78
C -1.002328 1.291014 -3.823424 -0.10 0.40 -1.17
C -2.116853 0.545946 -4.745854 -0.43 0.85 1.28
C -1.724515 -0.419890 -0.015180 2.41 0.04 1.80
C -1.363472 -1.823963 0.591777 0.60 4.66 -0.26
C -2.220800 -3.060143 0.068473 -1.59 0.17 -0.81
F -1.576455 -3.601771 -1.067765 -1.47 0.70 3.09
F -3.466564 -2.525727 -0.409224 3.14 -1.37 1.21
F -2.561939 -4.007243 1.051915 1.40 2.18 -2.69
H 2.023322 -4.379411 1.940474 -2.45 -0.97 -0.17
H 0.707672 -4.652481 0.457106 1.26 1.83 0.64
H -0.213563 -3.514198 3.158064 1.31 1.71 -1.00
H 1.341217 -0.892031 2.731307 -1.50 -0.06 -1.44
H -0.302880 3.446514 2.337134 0.66 -0.33 0.70
H 0.178520 2.448041 3.613137 -0.16 0.87 -0.52
H 3.033225 2.522592 2.088528 -0.62 0.12 -0.95
H -2.435083 1.412073 -2.117780 0.77 1.43 -1.05
H -0.278806 0.493234 -3.435224 -0.99 1.38 -0.11
H -0.441700 1.999942 -4.547067 -0.65 -1.06 1.55
H -2.938447 0.186499 -4.009896 1.10 0.41 -1.46
H -1.702161 -0.359544 -5.299226 -0.45 1.44 0.71
H -2.567082 1.337171 -5.454351 0.62 -1.56 1.05
H -2.558946 -0.276948 -0.794750 1.42 -0.72 1.54
C 5.177705 0.429069 1.990892 0.22 0.12 -0.40
Cl 4.254959 0.193042 3.482870 -0.15 0.09 0.13
Cl 5.876505 -1.091783 1.425935 -0.03 0.10 -0.02
H 4.512900 0.820311 1.222288 0.03 -0.18 0.16
H 5.981332 1.139351 2.181177 -0.09 -0.21 0.12

***

Computed M, in the same sequence as the records: 185.27; 185.27; 497.68; 416.04; 277.35; 337.36; 422.45 g mol⁻¹.